A structure of composition C12H7N2O5Pd. Source: the OMol25 dataset; level of theory: ωB97M-V/def2-TZVPD.

Results
multiplicity = 3
HOMO-LUMO gap (alpha / beta) = 0.2967 / 0.2656 Eh
net charge = +1
LUMO (alpha / beta) = -3.7 / -5.2 eV
expectation value of S² = 2.02
ΔE to the lowest compared entry with this formula, charge and spin = 144.5 kJ/mol
maximum force = 11.29 eV/Å

The geometry in XYZ format:
```
27
Properties=species:S:1:pos:R:3:forces:R:3:lowdin_charge:R:1
O -0.366 -1.334 1.515 1.7719 3.3464 -2.8712 0.13
C 0.043 -0.527 0.762 -4.9501 -7.5819 6.7442 -0.31
Pd 0.859 0.470 -0.401 2.8420 2.5036 -2.9372 0.76
C 2.257 1.800 0.268 2.9014 3.0180 0.6064 -0.10
O 2.978 2.606 0.632 -1.5962 -1.7683 -0.5570 0.17
C -3.146 -0.708 -0.615 1.3551 1.1111 2.1539 -0.32
O -2.572 -0.963 -1.632 2.5793 0.2394 -1.8307 0.08
C -3.038 0.006 0.585 5.0567 2.6153 1.9167 -0.02
O -2.615 0.437 1.608 -2.1151 -1.2890 -1.9415 0.17
C 2.272 -0.960 -0.993 0.9154 -1.1347 -1.4244 -0.06
O 3.027 -1.703 -1.391 -1.1171 1.0939 0.9161 0.19
H -4.085 -0.867 -0.467 -7.0583 -2.5125 -0.2434 0.06
N -1.831 3.619 -1.149 -0.2570 -0.1210 -0.1237 0.14
C -1.091 2.524 -1.444 -0.2636 0.8277 1.2014 -0.10
N -0.522 2.072 -0.342 -0.2703 -0.5070 -0.7643 -0.05
C -0.904 2.868 0.738 0.0867 0.5203 -0.7039 -0.25
C -0.445 2.903 2.054 -0.2173 0.2876 0.1096 -0.02
C -0.829 3.999 2.835 0.1854 -0.6722 -0.1645 -0.05
C -1.686 4.994 2.331 -0.3829 0.0162 -0.7388 -0.05
C -2.169 4.938 1.009 -0.0518 0.1277 0.6070 0.01
C -1.745 3.865 0.228 0.4196 0.1322 -0.2096 -0.18
H -2.347 4.164 -1.830 0.1036 -0.1243 0.2451 0.17
H -0.961 2.121 -2.443 -0.1311 0.0544 0.2342 0.15
H 0.185 2.089 2.409 -0.0512 0.3398 0.1923 0.11
H -0.456 4.075 3.859 -0.1978 -0.0205 -0.3604 0.12
H -1.975 5.824 2.986 0.0997 -0.3705 -0.3861 0.12
H -2.849 5.684 0.587 0.3428 -0.1317 0.3301 0.12
```
Positions in Å, forces in eV/Å.



A structure of composition C49H100F18N10NaO20S10. Source: the OMol25 dataset; level of theory: ωB97M-V/def2-TZVPD.

Results
HOMO-LUMO gap = 0.2038 Eh
net charge = +1
LUMO = -2.8 eV
ΔE to the lowest compared entry with this formula, charge and spin = 993.0 kJ/mol
maximum force = 11.61 eV/Å

The geometry in XYZ format:
```
208
Properties=species:S:1:pos:R:3:forces:R:3:lowdin_charge:R:1
Na 3.234 -0.484 0.761 0.2622 0.0643 0.3434 0.39
C -1.049 -1.131 5.131 0.7083 -1.1682 -1.3008 -0.03
C -0.638 -2.654 4.836 -0.5280 0.0405 -0.3273 -0.20
C 0.812 -2.865 4.351 0.4864 -0.5399 1.3790 -0.08
N 1.316 -4.358 4.234 -0.5008 -0.2646 -0.6885 -0.19
C 0.982 -5.254 5.477 -0.6718 0.5585 -0.5698 -0.11
C 1.687 -4.747 6.695 1.3217 -0.5355 0.1756 -0.17
C 3.184 -4.970 6.424 0.2369 1.3826 0.3207 -0.18
C 3.651 -4.145 5.198 0.3083 -1.1365 2.8107 -0.17
C 2.853 -4.380 3.968 -0.3912 0.9628 0.3837 -0.10
C 0.656 -5.008 3.000 -0.0746 0.3386 1.7036 0.03
H -2.095 -1.024 5.419 0.1968 -0.3331 0.5041 0.08
H -1.007 -0.540 4.217 0.2145 -0.1526 -0.2332 0.04
H -0.346 -0.649 5.810 -0.2526 -0.2090 0.3146 0.08
H -1.316 -3.160 4.150 -0.2529 0.6231 -0.5991 0.07
H -0.822 -3.288 5.704 0.4480 0.3535 0.6153 0.09
H 1.422 -2.459 5.157 0.3793 0.1631 -0.3266 0.12
H 1.127 -2.421 3.407 -0.4503 0.1503 0.0614 0.12
H -0.096 -5.326 5.625 -0.1006 0.4461 -0.4347 0.12
H 1.288 -6.278 5.262 0.3422 0.1104 -0.3291 0.13
H 1.456 -3.709 6.933 0.0560 0.0841 -0.2166 0.12
H 1.478 -5.299 7.612 -0.6280 -0.2560 -0.2488 0.13
H 3.727 -4.522 7.256 0.1599 -0.3492 0.1874 0.12
H 3.456 -6.025 6.380 -0.2428 -0.1078 -0.1247 0.12
H 3.662 -3.137 5.613 -0.2315 0.3877 -0.8754 0.11
H 4.704 -4.407 5.100 -0.0189 0.1378 -0.7847 0.14
H 3.149 -3.508 3.383 -0.6018 -0.3713 -0.9898 0.10
H 3.089 -5.342 3.513 -0.1009 0.1933 -0.1521 0.14
H -0.414 -5.019 3.211 0.0152 -0.1200 -0.0801 0.09
H 1.050 -6.025 3.004 -0.1137 0.1021 -0.5252 0.10
H 0.809 -4.436 2.085 0.4489 -0.0739 0.2809 0.09
C 2.491 -9.185 -5.656 -0.0804 -1.0382 -2.1518 -0.11
C 1.440 -8.444 -4.914 -0.0721 0.7917 -0.2657 -0.25
C 0.354 -7.982 -5.950 0.9689 0.7994 1.5224 -0.10
N -0.881 -7.323 -5.260 -0.4199 0.4057 -1.9207 -0.22
C -0.557 -6.152 -4.304 0.4514 -1.1979 0.5688 -0.07
C -1.745 -5.721 -3.403 -0.4636 -0.6231 -1.0806 -0.14
C -2.600 -6.833 -2.799 0.4919 -1.1816 0.1405 -0.18
C -2.838 -8.004 -3.794 0.7117 0.1155 0.3343 -0.14
C -1.511 -8.472 -4.448 -1.3583 1.4236 -0.5971 -0.09
C -1.827 -6.795 -6.434 0.4860 -1.7299 1.4329 0.07
H 1.934 -9.979 -6.153 0.4751 -0.8523 0.1667 0.08
H 3.360 -9.572 -5.124 -0.3710 0.1241 0.2229 0.10
H 2.833 -8.651 -6.543 0.3927 0.5099 0.2363 0.09
H 1.973 -7.607 -4.462 -0.6264 0.2380 0.3991 0.12
H 1.051 -9.144 -4.175 -0.1030 0.4143 0.1683 0.11
H 0.081 -8.829 -6.579 -0.7436 -0.0484 0.3705 0.13
H 0.799 -7.280 -6.655 -0.0689 0.3811 0.2771 0.14
H 0.286 -6.601 -3.780 -0.1374 0.4798 0.5830 0.11
H -0.177 -5.274 -4.826 -0.0911 -0.3042 -0.4456 0.14
H -1.407 -5.042 -2.621 0.1433 0.1165 -0.2821 0.11
H -2.432 -5.207 -4.075 0.1004 0.6210 0.1107 0.11
H -2.115 -7.252 -1.917 0.2705 -0.0929 0.0706 0.11
H -3.534 -6.433 -2.405 -0.0981 0.0955 -0.3226 0.11
H -3.249 -8.891 -3.312 -0.0267 0.1178 0.2909 0.12
H -3.586 -7.737 -4.540 0.1671 0.0349 -0.1892 0.11
H -0.745 -8.797 -3.743 -0.3880 0.1579 0.0489 0.12
H -1.726 -9.264 -5.165 0.1808 -0.0376 0.0438 0.14
H -2.731 -6.420 -5.955 0.2313 0.1307 -0.3516 0.09
H -2.038 -7.701 -7.001 -0.2902 0.1114 -0.0296 0.10
H -1.350 -6.092 -7.116 0.3164 0.1213 0.6423 0.11
C 2.099 6.078 1.691 0.7919 -0.4118 0.7399 -0.08
C 2.856 6.443 0.418 1.1372 0.7846 0.6188 -0.19
C 4.242 7.052 0.891 -0.2137 -0.5281 -0.3759 -0.10
N 5.142 7.704 -0.183 -0.6042 -0.3181 -0.5608 -0.25
C 6.487 8.133 0.469 -0.5813 1.7635 -1.9572 -0.05
C 7.454 8.808 -0.612 -0.2938 -0.9280 1.1509 -0.14
C 7.798 7.839 -1.781 -0.2135 1.0464 1.9981 -0.19
C 6.577 7.206 -2.299 -3.4645 -1.8263 -0.3887 -0.16
C 5.463 6.635 -1.222 2.3156 0.7313 -0.5632 -0.06
C 4.405 8.805 -0.951 0.2860 0.5885 -0.6027 0.02
H 1.848 6.931 2.321 -0.5840 0.1360 -0.4563 0.08
H 2.800 5.536 2.327 0.2324 -0.3366 0.1007 0.07
H 1.281 5.368 1.571 -0.2593 0.5128 -0.3010 0.07
H 2.311 7.177 -0.176 -0.0964 -0.1139 -0.0767 0.11
H 3.055 5.534 -0.149 -0.0848 0.0827 -0.1910 0.10
H 4.874 6.260 1.292 -0.0724 -0.2791 -0.1534 0.13
H 4.143 7.724 1.744 -0.2792 0.5257 -0.3868 0.13
H 6.962 7.286 0.965 -0.3231 -0.1375 -0.2299 0.14
H 6.183 8.885 1.197 0.2194 -0.1081 0.1553 0.13
H 8.336 9.056 -0.021 0.2590 -0.1488 -0.1118 0.11
H 7.111 9.787 -0.946 -0.4510 -0.1983 -0.0595 0.10
H 8.391 7.038 -1.341 0.6249 0.2030 -0.3361 0.12
H 8.276 8.417 -2.572 0.4218 -0.4171 0.1004 0.12
H 6.836 6.346 -2.917 0.0070 -0.2555 0.1549 0.12
H 6.007 7.806 -3.008 0.0942 0.4632 0.1246 0.11
H 5.890 5.796 -0.672 0.0991 0.0318 0.0794 0.13
H 4.549 6.253 -1.677 0.1299 0.4347 -0.1664 0.12
H 3.707 8.382 -1.673 -0.0959 -0.4797 0.5132 0.11
H 5.057 9.385 -1.604 0.5908 -0.4000 0.3150 0.09
H 3.877 9.589 -0.408 0.0812 -0.6406 0.9098 0.12
C -9.019 -3.716 2.887 0.9702 1.2228 -0.4486 -0.07
C -7.618 -2.951 2.811 -0.1557 -0.9147 0.6486 -0.20
C -6.695 -3.864 1.977 0.8568 1.5614 0.9194 -0.12
N -5.264 -3.275 1.610 -0.8067 -0.6986 -1.4069 -0.20
C -4.517 -4.507 1.010 0.8000 0.3313 -0.3939 -0.08
C -3.179 -4.232 0.197 -2.0333 -0.6380 1.7278 -0.17
C -3.468 -3.243 -0.835 -0.5441 3.1710 -0.8710 -0.20
C -4.060 -1.920 -0.187 0.0983 -0.9704 -1.0705 -0.15
C -5.401 -2.151 0.500 0.9728 -0.8833 0.0537 -0.06
C -4.455 -2.752 2.754 -1.0558 0.1631 0.1688 0.02
H -9.666 -3.355 2.088 0.0851 -0.1162 -0.1703 0.07
H -9.578 -3.527 3.804 0.3753 -0.1361 0.0992 0.08
H -8.841 -4.780 2.730 -0.1969 -0.0437 0.2615 0.07
H -7.164 -2.890 3.800 -0.2369 -0.0719 0.2195 0.10
H -7.672 -1.906 2.503 -0.2525 -0.1849 -0.5200 0.11
H -7.254 -4.147 1.085 0.7211 -0.1228 -0.3069 0.13
H -6.452 -4.710 2.619 -0.1437 -0.2604 -0.3449 0.13
H -5.220 -5.041 0.371 -0.1132 0.2833 -0.1318 0.12
H -4.274 -5.192 1.823 -0.2709 0.2804 0.3172 0.12
H -2.899 -5.192 -0.237 0.2598 -0.1546 0.2754 0.10
H -2.421 -3.828 0.869 0.1788 -0.2679 0.0193 0.10
H -4.215 -3.494 -1.588 0.0439 -0.7554 -0.0918 0.11
H -2.544 -2.978 -1.347 -0.1196 0.1489 -0.2059 0.09
H -4.362 -1.212 -0.959 0.3879 0.0640 -0.2945 0.12
H -3.274 -1.392 0.352 -0.4474 0.0024 0.4898 0.08
H -6.161 -2.534 -0.181 0.2064 -0.3094 -0.1850 0.13
H -5.750 -1.152 0.761 -0.0936 -0.2952 1.3805 0.14
H -4.173 -3.560 3.429 0.1260 -0.1345 -0.2607 0.11
H -5.123 -2.094 3.311 0.4354 0.3724 -0.1115 0.10
H -3.604 -2.220 2.329 -0.0329 0.0262 0.3693 0.09
C -0.125 -0.148 -4.154 -0.7825 0.1936 0.0707 -0.09
C -0.183 1.367 -4.282 -0.2239 1.1723 -0.3439 -0.21
C -1.375 2.027 -3.539 -0.2868 -0.5239 -0.2430 -0.09
N -1.696 3.497 -3.899 -0.5736 0.5685 0.7102 -0.21
C -0.447 4.385 -4.067 0.0221 -0.7847 -0.4092 -0.07
C 0.409 4.540 -2.781 0.7959 -1.0818 -1.9965 -0.17
C -0.324 5.097 -1.663 -1.0368 0.9697 1.1788 -0.21
C -1.599 4.333 -1.457 -1.3693 -0.4468 0.2942 -0.16
C -2.498 4.110 -2.698 1.0700 0.2127 0.4874 -0.07
C -2.646 3.559 -5.141 1.8042 -0.0259 1.1393 0.04
H 0.715 -0.595 -4.685 0.2998 0.2632 0.4497 0.07
H -1.001 -0.563 -4.653 -0.3209 -0.0765 0.0384 0.07
H -0.192 -0.431 -3.103 0.3666 -0.1877 -0.0831 0.06
H -0.252 1.612 -5.342 -0.2004 0.0285 -0.2622 0.10
H 0.739 1.861 -3.976 0.0989 -0.3304 0.3716 0.09
H -1.334 1.861 -2.463 0.7548 0.7955 0.1806 0.13
H -2.310 1.492 -3.702 -0.1370 -0.0303 -0.7407 0.12
H 0.098 3.914 -4.885 0.3116 -0.1110 0.1706 0.12
H -0.782 5.324 -4.507 -0.2977 0.1978 0.4830 0.13
H 0.805 3.567 -2.490 0.0447 -0.1802 -0.1907 0.09
H 1.280 5.148 -3.021 0.0753 0.0196 -0.3481 0.12
H 0.263 5.060 -0.745 0.0048 -0.1261 0.0480 0.12
H -0.544 6.157 -1.793 -0.1442 0.1370 -0.1183 0.11
H -1.473 3.372 -0.959 0.4251 0.0337 -0.0007 0.08
H -2.223 4.889 -0.757 -0.1325 -0.0285 0.0249 0.10
H -3.314 3.443 -2.420 0.0543 -0.1396 -0.2551 0.12
H -2.915 5.074 -2.990 0.0851 -0.0923 -0.5404 0.13
H -2.800 4.604 -5.409 -0.5121 -0.0288 0.6117 0.10
H -3.503 2.977 -4.802 -0.1598 0.3926 -0.5524 0.10
H -2.147 3.169 -6.028 0.0434 -0.6193 0.2848 0.09
N 4.245 0.539 -1.045 0.9986 -5.6356 -3.1479 -0.26
S 3.720 1.788 -1.636 -3.5269 10.9774 1.3981 0.42
O 2.272 1.887 -1.908 2.5241 -0.6962 -0.6726 -0.31
O 4.675 2.694 -2.314 -1.8990 -2.3838 0.0409 -0.29
F 3.694 2.524 -0.194 0.1178 0.2299 0.5049 -0.22
S 4.301 -0.230 -2.634 3.6495 -3.0611 -1.2641 0.64
O 5.695 -0.331 -3.052 -2.4968 0.3081 0.8440 -0.26
O 3.328 0.054 -3.684 0.9428 -0.4238 2.3019 -0.27
F 3.968 -1.711 -2.070 -0.3235 0.8257 -0.2974 -0.20
N -4.928 2.972 1.973 -1.2659 -1.9891 4.5710 -0.21
S -3.956 2.601 0.930 3.8052 2.5332 -8.9814 0.41
O -4.323 1.478 0.079 0.9331 -0.2110 0.7912 -0.32
O -2.568 2.951 1.203 -1.7390 -1.3725 -0.7175 -0.28
F -4.364 3.787 -0.147 0.0807 -0.1734 0.5184 -0.23
S -4.256 1.864 3.050 -0.0718 1.6229 4.9425 0.55
O -3.108 2.398 3.772 -1.5950 -1.4680 -1.3901 -0.27
O -4.348 0.444 2.754 0.1136 1.0678 -0.2261 -0.31
F -5.401 2.095 4.100 -0.6342 -0.4661 0.3068 -0.18
N 5.580 -0.863 1.733 1.7341 -5.2797 -3.0000 -0.27
S 5.542 -0.739 3.239 -2.2463 6.5811 4.3491 0.45
O 6.816 -0.711 3.872 -0.5514 -1.1446 0.8446 -0.23
O 4.282 -1.084 3.914 2.0411 -0.5946 -0.8036 -0.29
F 5.303 0.839 2.941 -0.5602 0.7992 1.4704 -0.22
S 6.190 -2.422 1.716 0.8275 -4.5631 -3.9180 0.62
O 5.079 -3.397 1.798 1.2612 1.6304 0.5696 -0.34
O 7.473 -2.860 2.284 -2.7756 1.7950 -0.6005 -0.26
F 6.509 -2.492 0.128 -0.2642 0.6066 1.0128 -0.20
C -1.531 5.848 3.969 -3.7551 0.5438 -3.3941 -0.74
F -1.148 4.973 3.032 1.0329 0.1659 0.3284 0.12
F -2.594 5.339 4.537 -1.5767 -0.5547 0.4308 0.15
F -0.716 6.071 4.900 3.2281 0.6093 1.6553 0.22
S -2.021 7.512 3.067 -2.0018 0.0728 2.3156 0.71
O -2.926 8.253 3.976 1.5420 -1.7501 -1.5508 -0.33
O -0.696 8.079 2.901 -0.3699 -0.3877 -0.5715 -0.35
N -2.929 6.986 1.653 1.4864 0.1290 3.4820 -0.28
S -2.439 8.071 0.671 -0.9225 1.6821 -2.3375 0.50
O -2.570 9.443 1.128 0.3437 -0.4614 -0.4021 -0.33
O -1.184 7.668 0.065 -0.3204 0.4818 -1.0039 -0.34
C -3.927 8.040 -0.663 2.9740 0.3802 2.6998 -0.57
F -5.084 8.108 0.010 0.5564 -0.1142 -1.4315 0.13
F -3.727 9.157 -1.433 -0.9405 -1.8317 0.1873 0.09
F -3.779 6.872 -1.327 -1.0371 0.9652 -0.6293 0.09
C 0.533 -2.384 -0.368 0.1120 3.1896 -0.1031 -0.63
F 1.013 -1.698 -1.467 -0.4597 -1.5811 1.5148 0.10
F -0.278 -3.356 -0.759 0.5008 -0.1811 0.0326 0.14
F 1.536 -2.817 0.380 0.6915 -1.0459 -0.4597 0.13
S -0.367 -1.139 0.725 -1.3521 1.4868 -1.0436 0.73
O -1.247 -0.480 -0.277 1.6690 -1.2842 1.8712 -0.31
O -1.038 -1.945 1.761 1.3569 0.5867 -1.1917 -0.32
N 0.952 -0.137 1.257 -1.7388 -3.0265 -1.6110 -0.30
S 0.209 1.242 1.565 -0.8484 2.5950 0.5429 0.61
O 0.149 2.198 0.460 0.7832 -1.5014 1.8463 -0.26
O -0.996 0.933 2.301 0.5098 0.2228 -0.2385 -0.31
C 1.405 1.930 2.922 -0.0911 -1.6164 0.5682 -0.65
F 2.655 2.035 2.518 0.5691 0.5952 -1.1739 0.14
F 0.896 3.058 3.292 -0.2216 1.3185 -0.0162 0.18
F 1.537 1.172 4.048 -1.0394 -0.3852 -0.6695 0.11
```
Positions in Å, forces in eV/Å.



The molecule C5H6O. Source: the OMol25 dataset; level of theory: ωB97M-V/def2-TZVPD.

Results
SMILES string = CCC#CC=O
HOMO-LUMO gap = 0.3912 Eh
LUMO = 0.4 eV
ΔE to the lowest compared entry with this formula, charge and spin = 178.9 kJ/mol
maximum force = 0.65 eV/Å

The geometry in XYZ format:
```
12
Properties=species:S:1:pos:R:3:forces:R:3:lowdin_charge:R:1
C -1.894 0.351 -0.185 -0.1008 0.0367 0.0078 -0.10
C -0.930 -0.836 -0.264 -0.0462 -0.1086 0.0036 -0.25
C 0.468 -0.425 -0.260 0.5279 0.1271 0.1609 -0.02
C 1.602 -0.036 -0.113 -0.6441 -0.0601 0.0782 0.04
C 2.821 0.507 0.443 0.0633 0.3602 0.1132 -0.29
O 2.953 1.683 0.697 0.1202 -0.4772 -0.1474 0.05
H -1.740 0.918 0.739 0.0017 -0.0904 -0.1656 0.08
H -1.757 1.033 -1.030 -0.0086 -0.1367 0.1265 0.08
H -2.921 -0.020 -0.197 0.0725 0.1079 0.0010 0.07
H -1.153 -1.461 -1.134 0.0990 0.0917 0.0326 0.11
H -1.053 -1.479 0.616 -0.0942 0.0209 -0.1241 0.12
H 3.603 -0.235 0.688 0.0092 0.1287 -0.0867 0.12
```
Positions in Å, forces in eV/Å.



Which value of ΔE to the lowest compared entry with this formula, charge and spin does entry 1 give?
144.5 kJ/mol



Look up the maximum force of the second one.
11.61 eV/Å